ORCA calculation (ωB97M-V/def2-TZVPD) on a single C21H26N4O5S molecule.

Results
HOMO-LUMO gap: 0.328 Ha
SMILES: CCOC(CCn1c(SCC(=O)Nc2cc(C)on2)nc2ccccc2c1=O)OCC
Calculated total energy: -49232.421 eV
Net charge: 0
HOMO level: -0.305 Ha
Energy above the lowest of the compared OMol25 structures with the same formula, charge and spin: 52.69 kcal/mol

Cartesian coordinates (Å):
C -0.27 -0.12 3.39
C -0.03 0.13 1.91
O -0.88 -0.66 1.08
C -0.41 -1.93 0.77
C -1.58 -2.77 0.25
C -2.12 -2.29 -1.10
N -2.48 -0.89 -1.05
C -1.69 0.08 -1.57
S -0.40 -0.41 -2.66
C 0.39 1.18 -2.99
C 1.70 1.45 -2.26
O 2.45 2.30 -2.67
N 1.91 0.69 -1.15
C 3.01 0.81 -0.33
C 4.11 1.70 -0.42
C 4.89 1.37 0.65
C 6.18 1.90 1.15
O 4.31 0.36 1.32
N 3.15 0.01 0.71
N -1.85 1.35 -1.40
C -2.88 1.78 -0.60
C -3.03 3.14 -0.36
C -4.08 3.58 0.42
C -4.98 2.68 0.98
C -4.84 1.33 0.75
C -3.78 0.86 -0.04
C -3.59 -0.56 -0.26
O -4.30 -1.44 0.19
O 0.64 -1.77 -0.17
C 1.63 -2.78 -0.23
C 1.41 -3.74 -1.40
H 0.34 0.56 3.98
H -1.32 0.04 3.63
H -0.01 -1.14 3.66
H -0.29 1.17 1.66
H 1.02 -0.05 1.65
H 0.00 -2.43 1.67
H -2.38 -2.70 0.99
H -1.27 -3.81 0.16
H -1.38 -2.44 -1.88
H -3.03 -2.86 -1.34
H 0.56 1.27 -4.06
H -0.34 1.93 -2.67
H 1.26 -0.05 -0.89
H 4.27 2.45 -1.17
H 6.52 2.71 0.50
H 6.06 2.27 2.16
H 6.93 1.11 1.16
H -2.33 3.83 -0.80
H -4.20 4.64 0.61
H -5.80 3.04 1.58
H -5.52 0.61 1.17
H 1.66 -3.33 0.72
H 2.58 -2.26 -0.35
H 2.27 -4.41 -1.47
H 1.32 -3.18 -2.32
H 0.51 -4.34 -1.26

These are the Mulliken partial charges, in e, on atoms 1 to 5: C -1.48; C -0.18; O 0.05; C -0.55; C -1.01



ORCA calculation (ωB97M-V/def2-TZVPD) on a molecular structure, C21H26N6O4S4Zr.

Results
HOMO-LUMO gap: 0.303 Ha
Calculated total energy: -83944.683 eV
Net charge: +2
HOMO level: -0.524 Ha

Cartesian coordinates (Å):
Zr 0.20 -0.62 0.18
N 1.80 -0.43 -1.60
C 3.17 -0.50 -1.02
C 3.17 -1.50 0.14
O 4.08 -2.28 0.28
N 2.03 -1.44 0.91
C 1.95 -2.48 1.94
C 0.48 -2.78 2.24
O 0.10 -3.43 3.16
O -0.35 -2.18 1.37
H 1.67 -1.19 -2.26
H 1.71 0.43 -2.13
H 3.43 0.48 -0.63
H 3.91 -0.81 -1.75
H 2.43 -2.19 2.88
H 2.45 -3.39 1.62
C -2.45 2.12 0.02
C -2.68 0.91 -0.82
N -1.87 -0.14 -0.93
C -2.37 -1.06 -1.85
C -3.54 -0.71 -2.42
S -4.06 0.79 -1.81
C -1.60 -2.28 -2.05
C -1.98 -3.37 -2.77
S -0.79 -4.58 -2.64
C 0.15 -3.58 -1.63
N -0.38 -2.39 -1.41
C 1.41 -4.11 -1.04
H -1.63 1.97 0.71
H -3.36 2.37 0.58
H -2.22 2.98 -0.62
H -4.12 -1.26 -3.15
H -2.88 -3.51 -3.35
H 1.77 -4.97 -1.60
H 1.22 -4.45 -0.02
H 2.21 -3.37 -1.01
C -1.32 1.34 4.23
S -1.09 -0.15 3.27
C -2.79 -0.58 2.94
O -0.55 0.42 1.93
H -1.94 2.05 3.68
H -0.33 1.75 4.41
H -1.79 1.07 5.17
H -3.24 -0.90 3.88
H -2.76 -1.43 2.26
H -3.33 0.26 2.52
N 2.29 1.47 2.14
C 1.78 2.16 1.11
N 1.08 1.60 0.13
C 0.76 2.55 -0.85
C 0.10 2.32 -2.06
C -0.13 3.39 -2.92
C 0.28 4.68 -2.59
C 0.95 4.92 -1.40
C 1.18 3.85 -0.55
S 2.03 3.87 0.97
H 2.33 0.46 2.07
H 2.93 1.92 2.77
H -0.25 1.34 -2.34
H -0.64 3.21 -3.85
H 0.09 5.49 -3.28
H 1.28 5.92 -1.15

These are the Mulliken partial charges, in e, on atoms 1 to 5: Zr 0.34; N -0.49; C -0.49; C 0.20; O -0.60



ORCA calculation (ωB97M-V/def2-TZVPD) on a single C21H26N6O5 molecule.

Results
HOMO-LUMO gap: 0.300 Ha
SMILES: COc1ccccc1C1=NO[C@H](Cn2c(NCCCO)nc3c2c(=O)n(C)c(=O)n3C)C1
Calculated total energy: -41377.681 eV
Net charge: 0
HOMO level: -0.283 Ha
Energy above the lowest of the compared OMol25 structures with the same formula, charge and spin: 0.00 kcal/mol

Cartesian coordinates (Å):
C -3.12 -1.27 -2.03
O -1.79 -0.80 -1.90
C -0.84 -1.65 -1.43
C -1.12 -2.93 -0.96
C -0.12 -3.75 -0.49
C 1.20 -3.31 -0.48
C 1.49 -2.05 -0.94
C 0.49 -1.19 -1.41
C 0.87 0.16 -1.77
N 2.04 0.60 -1.49
O 2.16 1.94 -1.78
C 0.85 2.47 -2.05
C 0.31 3.14 -0.77
N 0.09 2.17 0.27
C 0.99 1.55 1.08
N 2.27 1.97 1.21
C 3.13 1.26 2.13
C 3.54 -0.14 1.68
C 4.50 -0.14 0.50
O 4.86 -1.45 0.10
N 0.45 0.57 1.79
C -0.84 0.54 1.42
C -1.12 1.52 0.49
C -2.43 1.75 -0.01
O -2.78 2.61 -0.82
N -3.35 0.86 0.54
C -4.75 1.04 0.18
C -3.08 -0.21 1.38
O -3.96 -1.00 1.70
N -1.79 -0.34 1.84
C -1.43 -1.43 2.72
C 0.03 1.23 -2.43
H -3.17 -2.12 -2.72
H -3.55 -1.55 -1.07
H -3.68 -0.43 -2.45
H -2.14 -3.29 -0.95
H -0.37 -4.73 -0.12
H 1.99 -3.96 -0.12
H 2.51 -1.69 -0.94
H 0.95 3.21 -2.85
H 1.02 3.89 -0.42
H -0.65 3.61 -1.00
H 2.71 2.30 0.36
H 2.59 1.18 3.07
H 4.02 1.88 2.28
H 4.01 -0.65 2.53
H 2.64 -0.70 1.42
H 4.03 0.30 -0.38
H 5.41 0.43 0.75
H 5.24 -1.91 0.85
H -4.79 1.76 -0.63
H -5.18 0.08 -0.12
H -5.31 1.41 1.04
H -0.85 -1.04 3.55
H -2.35 -1.90 3.07
H -0.83 -2.16 2.17
H 0.01 1.06 -3.50
H -0.99 1.29 -2.07

These are the Mulliken partial charges, in e, on atoms 1 to 5: C -1.21; O -0.20; C 1.08; C -0.40; C -0.79



ORCA calculation (ωB97M-V/def2-TZVPD) on 3 unconnected molecules or ions with the total composition C21H26NO13PS2.

Results
HOMO-LUMO gap: 0.292 Ha
SMILES: CCOC[C@@H]1OC(=O)[C@@]([PH2]=S)(S(C)(=O)=O)[C@@H]1CN.O=C1C=C(O)C(=O)C=C1O.O=C1C=C(O)C(=O)C=C1O
Calculated total energy: -81263.605 eV
Net charge: 0
HOMO level: -0.352 Ha

Cartesian coordinates (Å):
C 4.85 -1.67 1.49
C 4.42 -3.03 2.04
O 3.05 -3.06 2.42
C 2.20 -3.46 1.38
C 0.76 -3.30 1.87
O 0.04 -4.53 1.62
C -1.00 -4.35 0.79
O -1.86 -5.16 0.66
C -0.81 -2.96 0.09
P 0.27 -3.40 -1.38
S 1.31 -1.99 -2.22
S -2.40 -2.30 -0.50
C -2.12 -1.38 -1.96
O -2.86 -1.37 0.51
O -3.24 -3.40 -0.86
C -0.13 -2.21 1.24
C 0.57 -0.86 1.11
N -0.18 0.25 0.57
H 3.99 -1.00 1.38
H 5.58 -1.19 2.15
H 5.32 -1.76 0.51
H 5.00 -3.30 2.93
H 4.61 -3.81 1.30
H 2.37 -4.51 1.10
H 2.38 -2.85 0.49
H 0.81 -3.12 2.95
H -0.67 -4.00 -2.21
H 1.01 -4.49 -0.90
H -1.50 -0.50 -1.82
H -3.11 -1.07 -2.31
H -1.67 -1.99 -2.74
H -0.94 -2.10 1.98
H 0.85 -0.58 2.13
H 1.51 -0.93 0.57
H -0.38 0.14 -0.42
H -1.06 0.40 1.06
O -7.52 4.02 -0.75
C -6.68 3.35 -1.32
C -6.10 3.68 -2.60
C -5.19 2.86 -3.13
O -4.59 3.07 -4.30
C -4.75 1.59 -2.44
O -3.92 0.90 -3.02
C -5.32 1.26 -1.15
C -6.23 2.09 -0.62
O -6.81 1.89 0.55
H -6.42 4.59 -3.09
H -3.99 2.31 -4.44
H -4.99 0.36 -0.65
H -7.42 2.64 0.69
O 4.79 5.98 0.20
C 4.27 4.91 0.44
C 2.92 4.74 0.93
C 2.46 3.50 1.16
O 1.23 3.23 1.57
C 3.31 2.27 0.94
O 2.81 1.21 1.23
C 4.65 2.44 0.41
C 5.11 3.68 0.17
O 6.31 3.94 -0.30
H 2.32 5.62 1.09
H 1.14 2.25 1.57
H 5.25 1.55 0.23
H 6.37 4.92 -0.36

These are the Mulliken partial charges, in e, on atoms 1 to 5: C -0.63; C -0.44; O -0.41; C -1.01; C -0.19



ORCA calculation (ωB97M-V/def2-TZVPD) on a molecular structure, C21H26NO2PtS2Si.

Results
HOMO-LUMO gap (alpha / beta): 0.251 / 0.275 Ha
Calculated total energy: -60582.286 eV
2S+1: 3
Net charge: -1
HOMO level (alpha / beta): -0.154 / -0.193 Ha
Energy above the lowest of the compared OMol25 structures with the same formula, charge and spin: 0.00 kcal/mol

Cartesian coordinates (Å):
Pt -1.02 1.60 0.02
S -1.89 2.28 -2.01
C -3.31 1.31 -2.32
N -3.83 0.37 -1.62
C -4.96 -0.14 -2.24
C -5.75 -1.18 -1.73
C -6.85 -1.60 -2.44
C -7.19 -1.01 -3.66
C -6.42 0.02 -4.18
C -5.31 0.45 -3.46
S -4.16 1.68 -3.83
H -5.47 -1.63 -0.78
H -7.46 -2.41 -2.05
H -8.06 -1.36 -4.20
H -6.68 0.47 -5.13
C 1.38 3.41 1.76
Si 0.17 2.42 2.79
C 0.08 3.33 4.45
C 0.80 0.69 3.19
C -1.47 2.31 1.92
H 2.29 3.64 2.32
H 0.90 4.35 1.50
H 1.66 2.92 0.82
H 1.09 3.36 4.88
H -0.58 2.83 5.16
H -0.26 4.35 4.32
H 1.83 0.71 3.54
H 0.75 0.03 2.33
H 0.18 0.27 3.99
H -1.93 3.30 1.82
H -2.19 1.63 2.38
C 5.21 -4.13 0.16
C 4.26 -2.98 -0.06
C 3.03 -3.17 -0.68
C 2.15 -2.12 -0.89
C 0.83 -2.40 -1.56
C 2.53 -0.83 -0.50
C 3.77 -0.61 0.11
C 4.21 0.76 0.53
C 4.61 -1.70 0.33
C 1.59 0.34 -0.71
O 1.99 1.37 -1.23
O 0.39 0.12 -0.26
H 4.69 -5.09 0.09
H 5.67 -4.08 1.15
H 6.01 -4.13 -0.58
H 2.75 -4.17 -0.99
H 0.85 -3.39 -2.01
H 0.60 -1.67 -2.33
H 0.01 -2.35 -0.84
H 3.49 1.23 1.20
H 4.30 1.43 -0.33
H 5.17 0.71 1.04
H 5.56 -1.53 0.82

These are the Mulliken partial charges, in e, on atoms 1 to 5: Pt 0.82; S -0.43; C 0.33; N -0.37; C -0.32



ORCA calculation (ωB97M-V/def2-TZVPD) on a molecular structure, C21H27As2BrN5Pt.

Results
HOMO-LUMO gap: 0.108 Ha
Calculated total energy: -224603.631 eV
Net charge: +3
HOMO level: -0.564 Ha

Cartesian coordinates (Å):
Pt 0.34 0.09 0.10
C -2.13 -2.00 -0.83
As -0.38 -2.19 -0.07
C -0.47 -3.21 1.55
C 0.84 -2.94 -1.34
C 0.50 -4.07 -2.07
C 1.42 -4.59 -2.98
C 2.66 -3.98 -3.16
C 3.00 -2.84 -2.43
C 2.09 -2.33 -1.52
As 2.54 -0.79 -0.46
C 3.13 0.67 -1.56
C 3.90 -1.24 0.81
H -2.59 -3.00 -0.84
H -2.05 -1.62 -1.84
H -2.74 -1.35 -0.20
H -0.75 -4.22 1.24
H -1.24 -2.80 2.20
H 0.49 -3.23 2.05
H -0.46 -4.56 -1.96
H 1.17 -5.47 -3.55
H 3.36 -4.39 -3.87
H 3.97 -2.38 -2.59
H 2.52 0.73 -2.46
H 4.17 0.46 -1.83
H 3.11 1.61 -1.00
H 4.73 -1.63 0.20
H 3.55 -2.02 1.49
H 4.22 -0.35 1.35
Br 1.16 -0.18 2.29
C -2.73 1.30 0.95
C -2.07 1.95 -0.20
N -0.87 1.57 -0.72
C -0.59 2.42 -1.78
C -1.59 3.32 -1.88
N -2.51 3.01 -0.89
C -3.78 3.75 -0.64
N -4.92 2.96 -0.86
N -5.54 2.36 0.22
N -6.49 1.65 -0.20
C -6.58 1.75 -1.57
C -7.50 1.19 -2.47
C -7.33 1.50 -3.80
C -6.30 2.35 -4.23
C -5.39 2.91 -3.36
C -5.56 2.59 -2.02
H -2.03 0.63 1.46
H -3.61 0.74 0.63
H -3.09 2.03 1.67
H 0.31 2.33 -2.37
H -1.74 4.14 -2.55
H -3.75 4.62 -1.30
H -3.78 4.08 0.40
H -8.30 0.55 -2.11
H -8.02 1.10 -4.53
H -6.23 2.57 -5.29
H -4.63 3.59 -3.71

These are the Mulliken partial charges, in e, on atoms 1 to 5: Pt 0.77; C -1.03; As 0.45; C -1.03; C 0.58



ORCA calculation (ωB97M-V/def2-TZVPD) on a molecular structure, C21H27BN2OP2Zr.

Results
HOMO-LUMO gap: 0.241 Ha
Calculated total energy: -47761.594 eV
Net charge: +2
HOMO level: -0.552 Ha
Energy above the lowest of the compared OMol25 structures with the same formula, charge and spin: 7.54 kcal/mol

Cartesian coordinates (Å):
C -1.41 3.32 -1.77
C -1.13 2.00 -1.42
C 0.22 1.59 -1.20
C 1.24 2.55 -1.38
C 0.92 3.83 -1.81
C -0.39 4.25 -1.97
C 2.68 2.33 -1.00
C 2.74 -0.12 -1.14
C 1.46 -0.65 -1.18
C 1.30 -2.02 -1.54
C 2.43 -2.71 -1.99
C 3.65 -2.06 -2.17
C 3.82 -0.75 -1.77
H -2.46 3.63 -1.85
H 1.74 4.53 -2.01
H -0.64 5.27 -2.25
H 3.31 2.26 -1.91
H 2.34 -3.77 -2.22
H 4.48 -2.62 -2.60
H 4.75 -0.21 -1.93
N 0.42 0.24 -0.67
Zr -0.35 -0.36 0.96
C -2.32 1.07 -1.20
H -2.25 0.15 -1.82
H -3.23 1.61 -1.48
C 0.01 -2.79 -1.32
H -0.82 -2.32 -1.87
H 0.10 -3.83 -1.66
P -2.68 0.57 0.57
P -0.43 -2.88 0.49
C 0.91 -3.92 1.16
H 0.81 -3.92 2.25
H 0.83 -4.95 0.78
H 1.89 -3.52 0.90
C -1.87 -3.96 0.50
H -1.69 -4.85 -0.13
H -2.07 -4.27 1.53
H -2.75 -3.41 0.13
C -3.09 2.15 1.37
H -4.18 2.29 1.40
H -2.71 2.11 2.40
H -2.62 3.00 0.86
C -4.29 -0.25 0.48
H -4.55 -0.59 1.49
H -5.06 0.44 0.12
H -4.24 -1.13 -0.18
C 2.80 1.05 -0.23
O 2.84 1.00 0.99
H 3.03 3.09 -0.44
B 1.27 1.45 5.06
C 0.73 0.88 3.76
N 0.29 0.42 2.77
H 2.36 0.95 5.26
H 0.49 1.16 5.95
H 1.36 2.66 4.93

These are the Mulliken partial charges, in e, on atoms 1 to 5: C -0.77; C 0.28; C 0.34; C 0.81; C -0.75



ORCA calculation (ωB97M-V/def2-TZVPD) on a molecular structure, C21H27Cl2NO3PtS.

Results
HOMO-LUMO gap (alpha / beta): 0.220 / 0.210 Ha
Calculated total energy: -68962.697 eV
2S+1: 5
Net charge: 0
HOMO level (alpha / beta): -0.225 / -0.277 Ha

Cartesian coordinates (Å):
Pt -1.22 -0.35 0.49
Cl -0.18 -1.24 2.39
C 1.48 -0.97 2.70
C 2.14 -1.47 3.81
C 3.50 -1.19 3.97
C 4.16 -0.42 3.02
C 3.49 0.09 1.89
Cl 4.42 1.03 0.78
C 2.13 -0.20 1.74
S 1.09 0.30 0.47
H 1.61 -2.07 4.54
H 4.04 -1.58 4.83
H 5.22 -0.20 3.15
N -2.57 -1.44 1.63
C -4.01 -1.52 1.63
C -4.49 -1.74 0.21
C -4.07 -0.56 -0.69
O -4.99 -0.16 -1.47
O -2.88 -0.16 -0.57
H -2.05 -2.46 1.66
H -2.05 -1.25 2.77
H -4.43 -0.59 2.03
H -4.34 -2.34 2.27
H -5.58 -1.84 0.20
H -4.07 -2.66 -0.21
C -0.65 -1.37 -3.65
C 0.31 -1.61 -2.48
C -0.37 -2.39 -1.35
C 1.02 -0.32 -2.03
C 2.40 -0.26 -2.31
C 3.16 0.85 -1.98
C 2.53 1.92 -1.37
C 1.15 1.90 -1.07
C 0.59 3.18 -0.41
C -0.05 2.95 0.96
C -0.33 3.96 -1.35
C 0.33 0.76 -1.38
O -0.92 0.72 -1.12
H -1.02 -2.32 -4.04
H -0.14 -0.85 -4.47
H -1.52 -0.77 -3.37
H 1.08 -2.29 -2.87
H -1.28 -1.91 -0.99
H 0.31 -2.51 -0.50
H -0.65 -3.39 -1.69
H 2.89 -1.09 -2.80
H 4.21 0.89 -2.21
H 3.13 2.80 -1.12
H 1.44 3.84 -0.22
H -1.02 2.45 0.90
H -0.22 3.91 1.46
H 0.60 2.35 1.61
H -1.27 3.43 -1.55
H 0.16 4.15 -2.31
H -0.59 4.93 -0.91
H -1.62 1.07 1.37

These are the Mulliken partial charges, in e, on atoms 1 to 5: Pt 1.96; Cl -0.20; C 0.01; C -0.67; C -0.62



Q: calculated total energy of number 1 (C21H26N4O5S)?
A: -49232.421 eV



Q: Number 3 is which compound?
A: C21H26N6O5



Q: The highest calculated total energy belongs to which entry?
A: C21H26N6O5



Q: The lowest net charge belongs to which entry?
A: C21H26NO2PtS2Si